Arrangement w

Computed, not measured: one molecule with the formula C4H12ClO2P3S, with ωB97M-V/def2-TZVPD.

The calculation puts the lowest unoccupied orbital energy at -0.00839 Ha. Its SMILES is CC=[S@](=O)(Cl)OPCP(C)#[PH2]. As for the frontier orbital gap: 8.0 eV. Its multiplicity is 1.

CARTESIAN COORDINATES (ANGSTROEM)
C: 2.95791 1.33524 1.23344
C: -1.06136 -2.40162 -2.04199
C: -1.88751 -0.67901 -0.00442
C: 1.83733 0.76551 2.04603
O: 0.16126 1.36966 0.13479
O: -0.72898 0.33813 2.23138
P: -1.30461 0.54375 -2.73242
P: -1.36734 -1.15267 1.72983
P: -0.48073 -0.81368 -1.25534
S: 0.33568 1.30862 1.55290
Cl: -0.63272 3.03388 2.26713
H: 3.80564 0.65764 1.30728
H: 2.64316 1.37801 0.19600
H: 3.29198 2.32537 1.54511
H: -2.08296 -2.32697 -2.40474
H: -0.98743 -3.20746 -1.31265
H: -0.39851 -2.63306 -2.87436
H: -2.24108 0.35707 0.03101
H: -2.73128 -1.29979 -0.31236
H: 1.90737 0.86961 3.11681
H: -0.66141 1.64172 -2.17867
H: -0.26013 0.29333 -3.62447
H: -0.11427 -1.70330 1.34971

=====

Arrangement x

Computed, not measured: a 2-piece molecular cluster, C4H12ClO2P3S overall, with ωB97M-V/def2-TZVPD.

The calculation puts the lowest unoccupied orbital energy (alpha / beta) at -0.05195 / -0.04269 Ha. As for the frontier orbital gap (alpha / beta): 7.2 / 7.2 eV. Its multiplicity is 1.

CARTESIAN COORDINATES (ANGSTROEM)
C: -2.04871 1.96229 0.64530
C: 2.44286 -1.97066 0.56937
C: 1.09716 0.50745 0.44714
C: -1.57964 0.62888 0.09356
O: -3.58295 0.90613 -1.43079
O: -2.65355 -1.34035 -1.32027
P: 2.80096 -0.31832 -1.84866
P: -0.14106 0.47947 -0.96306
P: 2.74463 -0.25196 0.29362
S: -2.97762 -0.11471 -0.70832
Cl: -4.13020 -0.57953 0.88310
H: -1.73455 2.73116 0.04652
H: -3.08465 1.96027 0.59346
H: -1.58782 2.17627 1.68446
H: 1.71324 -2.39662 -0.05382
H: 2.00759 -1.97752 1.67474
H: 3.47452 -2.39417 0.61249
H: 0.46544 -0.02924 1.20691
H: 1.10878 1.52641 0.89442
H: -1.37496 -0.48957 1.86824
H: 3.30139 0.86891 -1.86963
H: 4.02952 -0.99956 -1.90861
H: -0.29038 -0.88504 -1.41017

=====

Which one sits at the top of the stability order? arrangement w does.

=====

Arrangement w

Computed, not measured: one molecule with the formula C20H23ClN4OS2, with ωB97M-V/def2-TZVPD.

The calculation puts the lowest unoccupied orbital energy at 0.01218 Ha. Its SMILES is CCCCCCC(=O)Nc1nc(C)c(-c2csc(Nc3ccc(Cl)cc3)n2)s1. As for the frontier orbital gap: 8.0 eV. Its multiplicity is 1.

CARTESIAN COORDINATES (ANGSTROEM)
C: -7.14856 -2.60551 -1.21098
C: -5.66936 -2.24458 -1.27984
C: -4.97876 -2.27115 0.08463
C: -5.54475 -1.28859 1.11273
C: -5.50676 0.17786 0.68718
C: -4.08676 0.68690 0.45566
C: -4.06993 2.15910 0.17293
O: -5.04082 2.87262 0.09764
N: -2.81848 2.73076 -0.01618
C: -1.58207 2.16262 0.01858
N: -1.30052 0.92328 0.21492
C: 0.03404 0.67640 0.19452
C: 0.82498 1.77589 -0.02894
C: 2.25616 1.85753 -0.10525
C: 2.96558 3.00186 -0.33792
S: 4.65843 2.68180 -0.35032
C: 4.28264 0.98961 -0.03353
N: 3.01977 0.73758 0.06252
N: 5.18648 -0.01083 0.10903
C: 6.56949 -0.04931 0.06111
C: 7.17753 -1.29328 0.26113
C: 8.54890 -1.42837 0.23078
C: 9.33987 -0.31285 -0.00188
C: 8.75649 0.92674 -0.20189
C: 7.38081 1.05980 -0.17099
H: 6.95383 2.03464 -0.32962
H: 9.37511 1.79129 -0.38228
Cl: 11.06017 -0.47316 -0.04188
H: 9.00553 -2.39276 0.38645
H: 6.56128 -2.16208 0.44239
H: 4.73695 -0.90075 0.28632
H: 2.59781 3.99402 -0.49896
S: -0.17161 3.19656 -0.22439
C: 0.51223 -0.71559 0.40752
H: -0.34372 -1.36246 0.57450
H: 1.07011 -1.05814 -0.46122
H: 1.18054 -0.75612 1.26456
H: -2.84376 3.72793 -0.19863
H: -3.61441 0.17794 -0.38598
H: -3.45884 0.49527 1.32842
H: -6.09407 0.32667 -0.21885
H: -5.96931 0.78430 1.46853
H: -6.57816 -1.55875 1.33522
H: -4.97454 -1.40084 2.03867
H: -5.06603 -3.27940 0.49825
H: -3.91466 -2.07142 -0.05730
H: -5.16119 -2.96093 -1.93065
H: -5.55760 -1.25890 -1.73430
H: -7.56596 -2.67834 -2.21287
H: -7.28409 -3.56363 -0.71332
H: -7.71002 -1.85121 -0.66624

=====

Arrangement x

Computed, not measured: one molecule with the formula C20H23ClN4OS2, with ωB97M-V/def2-TZVPD.

The calculation puts the lowest unoccupied orbital energy at 0.01260 Ha. Its SMILES is CCC[C@H](C)C(=O)Nc1nc(C)c(-c2csc(Nc3cc(Cl)ccc3C)n2)s1. As for the frontier orbital gap: 8.0 eV. Its multiplicity is 1.

CARTESIAN COORDINATES (ANGSTROEM)
C: 4.54330 -1.59251 -0.88928
C: 3.90562 -1.85653 0.46912
C: 3.16287 -3.18979 0.48275
H: 2.43443 -3.18107 -0.33027
C: 2.42915 -3.44145 1.81301
C: 1.42780 -4.54611 1.58898
O: 1.58862 -5.70421 1.89054
N: 0.23715 -4.20006 0.96281
C: -0.24095 -2.99565 0.54417
N: 0.35712 -1.85983 0.57667
C: -0.39448 -0.84542 0.07455
C: -1.64031 -1.21355 -0.36904
C: -2.68550 -0.41846 -0.95288
C: -3.84334 -0.91483 -1.48011
S: -4.84693 0.35375 -2.07907
C: -3.59358 1.49356 -1.55618
N: -2.56803 0.94426 -1.01412
N: -3.79402 2.82055 -1.73857
C: -2.86369 3.81902 -1.40121
C: -2.50665 4.73462 -2.38723
C: -1.60962 5.74574 -2.09983
C: -1.05433 5.85528 -0.83592
C: -1.43923 4.95706 0.14169
C: -2.35457 3.94086 -0.10344
C: -2.80331 3.04859 1.00745
H: -2.54033 3.47896 1.96984
H: -2.33651 2.06861 0.91801
H: -3.88126 2.90279 0.96471
H: -1.02903 5.05832 1.13536
H: -0.34728 6.63937 -0.61850
Cl: -1.17836 6.87532 -3.33521
H: -2.92654 4.65127 -3.37845
H: -4.45157 3.06228 -2.46679
H: -4.15504 -1.93615 -1.55473
S: -1.86840 -2.93269 -0.14082
C: 0.20125 0.51729 0.04312
H: 1.20704 0.45794 -0.36760
H: 0.27597 0.91046 1.05644
H: -0.40993 1.18383 -0.55625
H: -0.38804 -4.98768 0.82823
H: 1.88709 -2.53152 2.08061
C: 3.38689 -3.84021 2.93189
H: 4.13262 -3.06699 3.09012
H: 3.88668 -4.77206 2.68030
H: 2.84019 -3.99034 3.85981
H: 3.86068 -4.00956 0.30067
H: 3.19652 -1.05982 0.70028
H: 4.68153 -1.85241 1.23591
H: 3.78356 -1.56255 -1.66745
H: 5.07008 -0.64099 -0.88697
H: 5.25470 -2.37730 -1.13713

=====

Which one sits at the top of the stability order? arrangement x does.

=====

Arrangement w

Computed, not measured: a 2-piece molecular cluster, C8H14N2Si overall, with ωB97M-V/def2-TZVPD.

The calculation puts the lowest unoccupied orbital energy at 0.02920 Ha. Its SMILES is N[SiH2]c1ccccc1.[H]/N=C/C. As for the frontier orbital gap: 9.9 eV. Its multiplicity is 1.

CARTESIAN COORDINATES (ANGSTROEM)
C: -2.82571 0.73384 -0.24200
C: -1.92300 1.20320 -1.22546
C: -2.40273 0.65383 1.06205
C: -0.61558 1.41799 -0.97352
C: -0.98917 0.68891 1.32808
C: -0.09954 1.13521 0.36120
C: 0.81813 -2.24964 0.85909
C: 0.12685 -2.00742 -0.46516
N: 2.71192 0.38776 -0.45537
N: 0.89300 -1.74246 -1.40770
Si: 1.77628 1.30799 0.70501
H: -3.80807 0.66943 -0.39256
H: -2.21660 1.37444 -2.28864
H: -3.04914 0.41762 1.81445
H: 0.10901 1.78431 -1.77157
H: -0.52044 0.59827 2.36337
H: 0.13069 -3.04994 1.25000
H: 1.92633 -2.56606 0.62383
H: 0.79530 -1.41425 1.45936
H: -0.90342 -2.08790 -0.68608
H: 2.11836 2.79871 0.16925
H: 2.43292 -0.55336 -0.61132
H: 2.71400 0.93704 -1.28567
H: 0.59030 -1.66326 -2.36074
H: 2.21033 1.22573 2.17008

=====

Arrangement x

Computed, not measured: one molecule with the formula C8H14N2Si, with ωB97M-V/def2-TZVPD.

The calculation puts the lowest unoccupied orbital energy at 0.03435 Ha. Its SMILES is CCN[Si@H](N)c1ccccc1. As for the frontier orbital gap: 9.6 eV. Its multiplicity is 1.

CARTESIAN COORDINATES (ANGSTROEM)
C: 3.35704 -0.41131 -0.32079
C: 2.97524 -0.37455 1.02773
C: 2.39188 0.04191 -1.24137
C: 1.71092 0.17328 1.35209
C: 1.15582 0.63165 -0.86866
C: 0.77055 0.63397 0.45200
C: -1.55678 -2.06900 -0.58564
C: -2.68020 -1.13066 -0.29511
N: -1.10481 2.84357 0.82776
N: -2.14594 0.20149 -0.48701
Si: -1.11727 1.10804 0.83986
H: 4.39710 -0.61708 -0.63609
H: 3.65806 -0.75004 1.74391
H: 2.77062 -0.04854 -2.26527
H: 1.19090 0.13049 2.34840
H: 0.37295 0.96710 -1.52667
H: -0.61500 -1.66956 -0.13741
H: -1.64633 -3.20441 -0.53938
H: -1.30114 -1.90377 -1.64012
H: -3.62267 -1.14993 -0.91480
H: -3.20404 -1.17379 0.65769
H: -0.33082 3.37713 0.70946
H: -1.89083 3.48091 0.74731
H: -1.72541 0.25686 -1.36103
H: -1.80984 0.65623 2.11313

=====

Which one sits at the top of the stability order? arrangement x does.